Entry 1:
A molecular structure, C4H4OS, computed with the ωB97M-V functional and the def2-TZVPD basis.

The gap between HOMO and LUMO (spin up / spin down) is 0.322 / 0.275 Ha. The charge is 0. The relative energy (zero: lowest compared OMol25 entry of this formula, charge and spin) is 531.0 kJ/mol.

CARTESIAN COORDINATES (ANGSTROEM)
C  -1.314  -0.505  0.814
C  -1.042  -0.545  -0.431
C  1.145  0.694  0.824
C  0.347  0.042  -0.913
O  0.570  1.261  -0.278
S  1.697  -0.759  0.025
H  -1.893  -0.649  1.682
H  -1.597  -0.911  -1.286
H  1.644  1.295  1.560
H  0.444  0.078  -1.995

What are the Löwdin partial charges on each atom? They are as follows, in elementary charge units: 0.11 -0.22 -0.41 -0.56 -0.16 0.92 0.03 0.09 0.07 0.12

***

Entry 2:
A single C4H6O2 molecule, computed with the ωB97M-V functional and the def2-TZVPD basis.

The gap between HOMO and LUMO is 0.374 Ha. As for the structure (SMILES): O=C1CC(O)C1. The charge is 0. The relative energy (zero: lowest compared OMol25 entry of this formula, charge and spin) is 262.2 kJ/mol.

CARTESIAN COORDINATES (ANGSTROEM)
O  -0.542  0.745  1.805
C  -0.353  0.371  0.474
C  0.952  0.601  -0.274
C  0.581  -0.679  -1.038
O  0.940  -1.152  -2.079
C  -0.500  -1.061  -0.016
H  -1.225  1.266  1.293
H  -1.167  0.995  -0.093
H  1.850  0.483  0.343
H  1.008  1.539  -0.830
H  -1.494  -1.325  -0.387
H  -0.159  -1.819  0.699

What are the Löwdin partial charges on each atom? They are as follows, in elementary charge units: -0.01 -0.46 -0.02 -0.37 0.11 -0.02 0.10 0.17 0.13 0.12 0.12 0.13

***

Entry 3:
A molecular structure, C32H88O14Zr, computed with the ωB97M-V functional and the def2-TZVPD basis.

The gap between HOMO and LUMO is 0.320 Ha. The charge is 0. The relative energy (zero: lowest compared OMol25 entry of this formula, charge and spin) is 315.4 kJ/mol.

CARTESIAN COORDINATES (ANGSTROEM)
Zr  -0.885  0.564  -3.896
C  3.328  0.962  -5.310
C  2.663  0.160  -4.168
C  3.107  0.701  -2.789
O  1.246  0.034  -4.282
H  4.406  0.812  -5.367
H  3.134  2.033  -5.261
H  2.988  0.565  -6.267
H  3.126  -0.822  -4.269
H  2.627  0.120  -2.001
H  2.748  1.720  -2.646
H  4.185  0.668  -2.631
C  0.043  -1.379  -0.331
C  -0.584  0.025  -0.391
C  0.308  1.006  0.317
O  -0.943  0.391  -1.692
H  0.353  -1.757  0.643
H  0.945  -1.490  -0.933
H  -0.718  -2.046  -0.738
H  -1.504  0.078  0.192
H  0.078  2.052  0.115
H  1.310  0.976  -0.110
H  0.392  0.824  1.389
C  -1.509  -3.647  -3.339
C  -2.055  -2.802  -4.424
C  -3.567  -2.959  -4.619
O  -1.622  -1.470  -4.407
H  -1.606  -4.722  -3.489
H  -1.890  -3.354  -2.360
H  -0.426  -3.530  -3.287
H  -1.674  -3.268  -5.333
H  -3.806  -2.488  -5.573
H  -4.238  -2.482  -3.904
H  -3.965  -3.970  -4.697
C  0.595  4.213  -2.485
C  -0.298  4.080  -3.700
C  0.279  4.795  -4.953
O  -0.593  2.708  -3.885
H  1.493  3.603  -2.578
H  0.082  3.864  -1.589
H  0.904  5.254  -2.384
H  -1.237  4.614  -3.554
H  1.253  4.373  -5.200
H  0.507  5.851  -4.806
H  -0.342  4.705  -5.844
C  2.512  -4.220  1.981
C  3.212  -4.597  3.299
O  3.133  -3.585  4.247
H  2.391  -5.102  1.351
H  3.094  -3.529  1.371
H  1.516  -3.831  2.187
H  4.251  -4.878  3.122
H  2.776  -5.513  3.698
H  3.539  -3.958  5.032
C  3.366  0.788  2.800
C  3.786  -0.084  4.009
O  4.446  -1.252  3.522
H  2.720  0.266  2.095
H  4.268  1.001  2.226
H  2.902  1.721  3.121
H  2.958  -0.453  4.614
H  4.438  0.497  4.661
H  3.933  -1.997  3.842
C  -4.203  1.927  -1.931
C  -4.061  0.781  -2.925
O  -3.097  1.129  -3.942
H  -3.264  2.047  -1.390
H  -4.974  1.633  -1.220
H  -4.462  2.910  -2.324
H  -5.019  0.567  -3.399
H  -3.790  -0.164  -2.453
H  -3.652  1.542  -4.608
C  -2.456  4.662  -0.022
C  -2.705  5.205  1.351
O  -3.803  4.486  1.922
H  -1.659  5.211  -0.524
H  -3.336  4.675  -0.665
H  -2.086  3.636  -0.035
H  -2.899  6.274  1.264
H  -1.844  5.007  1.990
H  -4.482  4.259  1.283
C  -0.557  -1.193  3.548
C  -0.069  -1.657  4.939
O  0.241  -3.070  4.867
H  -1.451  -1.696  3.180
H  0.222  -1.338  2.800
H  -0.635  -0.106  3.568
H  -0.924  -1.535  5.604
H  0.688  -1.049  5.434
H  1.128  -3.196  4.521
C  0.305  -5.015  -0.611
C  1.625  -5.510  -1.186
O  1.915  -6.793  -0.582
H  0.097  -4.050  -1.074
H  0.292  -5.007  0.479
H  -0.546  -5.656  -0.840
H  2.442  -4.824  -0.962
H  1.612  -5.705  -2.258
H  2.835  -6.843  -0.315
C  -0.041  3.108  3.549
C  0.920  4.134  2.932
O  2.099  4.221  3.663
H  0.457  2.155  3.731
H  -0.926  2.924  2.940
H  -0.498  3.543  4.438
H  0.393  5.087  2.891
H  1.063  3.910  1.875
H  2.715  4.788  3.194
C  3.688  3.208  -0.052
C  4.988  3.798  -0.565
O  5.098  5.114  -0.183
H  3.730  3.236  1.037
H  3.576  2.192  -0.429
H  2.825  3.820  -0.315
H  5.107  3.729  -1.646
H  5.838  3.248  -0.162
H  5.438  5.617  -0.927
C  -3.445  0.695  2.567
C  -4.071  -0.317  3.553
O  -5.422  -0.033  3.791
H  -3.791  0.439  1.566
H  -2.355  0.723  2.550
H  -3.733  1.717  2.814
H  -3.532  -0.228  4.496
H  -3.934  -1.320  3.148
H  -5.652  -0.655  4.485
C  -2.405  -3.868  1.563
C  -2.807  -5.196  0.933
O  -4.043  -5.679  1.481
H  -2.632  -3.782  2.626
H  -2.869  -2.996  1.102
H  -1.362  -3.591  1.410
H  -1.964  -5.870  1.082
H  -2.959  -5.079  -0.140
H  -4.798  -5.176  1.167

Here are the Löwdin charges for atoms 1 to 99, given in e: 2.04 -0.07 -0.52 -0.06 -0.40 0.07 0.07 0.07 0.12 0.06 0.05 0.08 -0.04 -0.53 -0.05 -0.35 0.06 0.08 0.05 0.11 0.06 0.06 0.06 -0.08 -0.57 -0.06 -0.39 0.09 0.07 0.08 0.13 0.07 0.06 0.08 -0.06 -0.53 -0.06 -0.41 0.06 0.05 0.08 0.12 0.07 0.07 0.07 -0.05 -0.30 -0.09 0.05 0.09 0.07 0.12 0.12 0.12 -0.07 -0.28 -0.09 0.06 0.07 0.05 0.09 0.11 0.02 -0.06 -0.25 -0.21 0.06 0.08 0.08 0.12 0.12 0.12 -0.10 -0.29 -0.08 0.07 0.07 0.06 0.11 0.09 0.07 -0.07 -0.26 -0.09 0.06 0.05 0.05 0.10 0.10 0.03 -0.09 -0.28 -0.10 0.04 0.05 0.07 0.10 0.11 0.07

***

Entry 4:
A gas-phase ion, C5H12N3 (charge +1), computed with the ωB97M-V functional and the def2-TZVPD basis.

The gap between HOMO and LUMO is 0.345 Ha. The charge is +1. The relative energy (zero: lowest compared OMol25 entry of this formula, charge and spin) is 527.0 kJ/mol.

CARTESIAN COORDINATES (ANGSTROEM)
C  -2.296  1.040  0.093
C  -0.991  1.022  0.778
C  1.135  -1.497  0.115
C  2.408  0.520  -0.318
C  -0.028  0.539  -0.035
N  -2.484  -0.541  -0.321
N  -1.654  -1.259  -0.643
N  1.155  -0.070  0.435
H  -3.156  1.444  0.555
H  -2.227  1.294  -0.972
H  -1.120  0.876  1.810
H  1.910  -2.133  0.686
H  0.182  -2.007  0.327
H  1.367  -1.487  -0.988
H  2.327  1.642  -0.562
H  3.307  0.294  0.276
H  2.420  0.023  -1.227
H  -0.035  0.850  -1.010
H  -3.500  -0.613  -0.458
H  1.279  0.061  1.461

What are the Löwdin partial charges on each atom? They are as follows, in elementary charge units: -0.08 -0.06 -0.04 0.06 -0.16 -0.12 0.13 -0.16 0.10 0.12 0.10 0.14 0.08 0.12 0.14 0.11 0.06 0.11 0.15 0.20

***

Entry 5:
2 unconnected molecules or ions with the total composition C3H12NO, computed with the ωB97M-V functional and the def2-TZVPD basis.

The gap between HOMO and LUMO is 0.424 Ha. The charge is +1. The relative energy (zero: lowest compared OMol25 entry of this formula, charge and spin) is 123.1 kJ/mol.

CARTESIAN COORDINATES (ANGSTROEM)
C  -0.331  1.348  -1.955
N  0.790  0.359  -1.816
H  -0.240  1.851  -2.915
H  -0.255  2.081  -1.166
H  -1.260  0.851  -1.962
H  1.061  0.067  -2.749
H  1.590  0.681  -1.276
H  0.443  -0.437  -1.181
C  -0.758  -0.719  1.259
O  0.067  -1.205  0.191
C  0.019  -0.506  2.547
H  -1.558  -1.441  1.382
H  -1.167  0.225  0.918
H  0.834  -1.784  0.185
H  0.536  0.455  2.569
H  0.838  -1.228  2.547
H  -0.610  -0.598  3.422

What are the Löwdin partial charges on each atom? They are as follows, in elementary charge units: -0.01 0.12 0.10 0.10 0.09 0.16 0.16 0.10 -0.25 -0.12 -0.06 0.12 0.11 0.12 0.08 0.08 0.09

***

Entry 6:
A molecular structure, C2H6AlO6P, computed with the ωB97M-V functional and the def2-TZVPD basis.

The gap between HOMO and LUMO is 0.148 Ha. The charge is -2. The relative energy (zero: lowest compared OMol25 entry of this formula, charge and spin) is 0.0 kJ/mol.

CARTESIAN COORDINATES (ANGSTROEM)
Al  0.066  -1.882  -0.305
O  0.072  -2.074  2.477
H  0.935  -2.404  2.769
P  -2.912  -2.695  0.275
O  -4.243  -3.137  0.765
O  -2.365  -1.425  0.982
O  -2.522  -2.605  -1.190
O  -1.749  -3.571  0.898
C  1.365  3.202  -0.853
C  1.808  1.738  -0.818
O  0.817  0.858  -0.618
H  0.507  3.325  -1.525
H  2.140  3.884  -1.240
H  1.035  3.580  0.119
H  2.597  1.672  -0.018
H  2.448  1.536  -1.719

What are the Löwdin partial charges on each atom? They are as follows, in elementary charge units: 0.86 -0.44 -0.12 -0.16 -0.37 -0.20 -0.41 -0.22 -0.16 -0.62 -0.43 0.05 0.04 0.05 0.07 0.07